The following is a DFT calculation (the ωB97M-V functional and the def2-TZVPD basis) of 2 unconnected molecules or ions with the total composition C6H15NS at a distorted geometry.

Positions of all 23 atoms, in Å:
C (-0.2257, -3.0744, 1.3040)
C (0.4508, -1.9123, 0.5774)
C (0.9690, -0.8437, 1.5449)
S (-0.3304, 0.0947, 2.4124)
H (0.5120, -3.6311, 1.8906)
H (-0.6845, -3.7699, 0.5943)
H (-1.0057, -2.6897, 1.9609)
H (1.2645, -2.3058, -0.0471)
H (-0.2923, -1.4586, -0.0867)
H (1.6693, -0.1842, 1.0112)
H (1.6000, -1.3419, 2.2939)
C (-1.8580, 1.3443, -0.6765)
C (-0.3776, 1.5583, -0.4503)
C (1.3822, 2.1098, -2.1543)
N (0.2048, 2.3746, -1.5327)
H (-2.4152, 2.2867, -0.6503)
H (-2.0488, 0.8368, -1.6245)
H (-2.2155, 0.7170, 0.1422)
H (-0.1535, 2.0384, 0.4978)
H (0.1543, 0.6145, -0.4665)
H (1.7473, 2.7823, -2.9154)
H (1.9388, 1.2260, -1.8883)
H (-0.2858, 3.2283, -1.7369)

Results
Charge: -1
LUMO energy (alpha / beta) in Eh: 0.1386 / 0.1371
Gap between HOMO and LUMO (alpha / beta) in eV: 6.09 / 6.17
Energy relative to the best compared isomer or geometry (same formula, charge and spin) in eV: 0.000
2S+1: 2